[1]
The following is a DFT calculation (the ωB97M-V functional and the def2-TZVPD basis) of C26H50OP2PtSi as an isolated structure in a non-equilibrium geometry.

Computed properties:
E = -59501.6449 eV
Highest occupied orbital energy (alpha / beta) = -12.094 / -12.823 eV
Total charge = +2
Relative energy (zero: lowest compared OMol25 entry of this formula, charge and spin) = 2.0713 eV
HOMO-LUMO gap (alpha / beta) = 6.15 / 3.19 eV
Multiplicity = 5

CARTESIAN COORDINATES (ANGSTROEM)
Pt1 1.970 -0.665 -0.252
C1 -0.835 -0.814 0.947
C2 -0.496 -1.916 0.157
C3 1.323 -1.404 1.611
C4 0.234 -0.479 1.812
C5 0.931 -2.262 0.346
C6 -2.188 -0.163 1.007
H1 -2.681 -0.140 0.028
H2 -2.103 0.866 1.363
H3 -2.877 -0.668 1.696
C7 0.144 0.437 2.957
H4 -0.873 0.721 3.205
H5 0.674 1.360 2.775
H6 0.584 0.003 3.849
C8 2.225 -1.976 2.649
H7 1.656 -2.410 3.486
H8 2.917 -1.224 3.056
H9 2.795 -2.801 2.229
C9 1.402 -3.703 0.399
H10 0.906 -4.244 1.229
H11 2.481 -3.719 0.583
H12 1.203 -4.204 -0.552
C10 -1.402 -2.771 -0.660
H13 -1.686 -3.716 -0.173
H14 -0.896 -3.040 -1.595
H15 -2.352 -2.272 -0.837
C11 -1.335 2.727 -1.900
C12 -2.203 1.741 -1.645
C13 -2.903 0.880 -2.652
C14 -2.314 0.803 -4.119
C15 -0.969 0.224 -4.104
C16 0.346 0.813 -3.712
C17 0.606 2.337 -3.614
C18 -0.664 3.126 -3.190
H16 -3.947 1.180 -2.745
H17 -2.435 1.753 -4.707
H18 -2.945 -0.146 -2.237
H19 -1.364 3.101 -4.027
H20 -0.897 3.231 -1.019
H21 -2.532 1.649 -0.591
H22 -0.370 4.196 -3.097
H23 1.451 2.562 -2.893
H24 0.771 0.365 -2.749
H25 0.978 2.749 -4.580
H26 -2.947 0.051 -4.692
H27 -0.986 -0.898 -4.011
P1 -0.258 1.650 -6.096
C19 -0.190 3.404 -6.678
C20 -1.184 0.775 -7.423
P2 1.681 -0.206 -4.832
C21 1.427 0.896 -6.326
C22 0.989 -1.769 -5.425
C23 3.481 -0.169 -4.617
H28 0.745 3.912 -6.389
H29 -1.037 3.976 -6.255
H30 -0.296 3.393 -7.775
H31 -0.912 1.318 -8.344
H32 -2.269 0.845 -7.226
H33 -0.858 -0.280 -7.453
H34 3.972 0.269 -5.516
H35 3.848 -1.204 -4.483
H36 3.747 0.437 -3.726
H37 2.183 1.705 -6.404
H38 1.412 0.313 -7.263
H39 1.698 -2.565 -5.186
H40 0.840 -1.743 -6.507
H41 0.031 -1.972 -4.954
C24 1.153 3.146 0.852
Si1 2.659 2.117 0.243
C25 3.810 3.522 -0.367
C26 3.369 1.559 1.916
O1 2.555 1.102 -1.048
H42 1.473 3.737 1.727
H43 0.269 2.572 1.150
H44 0.861 3.868 0.080
H45 3.944 4.289 0.414
H46 4.800 3.123 -0.630
H47 3.393 4.015 -1.253
H48 2.618 1.256 2.655
H49 4.095 0.749 1.798
H50 3.887 2.442 2.320

***

[2]
The following is a DFT calculation (the ωB97M-V functional and the def2-TZVPD basis) of C36H41IrN2OSSb2 as an isolated structure in a non-equilibrium geometry.

Computed properties:
E = -69744.1633 eV
Highest occupied orbital energy (alpha / beta) = -15.139 / -15.140 eV
Total charge = +3
Relative energy (zero: lowest compared OMol25 entry of this formula, charge and spin) = 2.7467 eV
HOMO-LUMO gap (alpha / beta) = 4.19 / 3.88 eV
Multiplicity = 2

CARTESIAN COORDINATES (ANGSTROEM)
Ir1 -0.759 -0.316 -1.449
C1 2.643 -2.282 -0.344
C2 2.755 -1.640 1.042
C3 1.507 -1.791 1.885
Sb1 -0.239 -0.672 1.242
C4 -1.657 -1.649 2.493
C5 -2.303 -0.925 3.489
C6 -3.118 -1.596 4.391
C7 -3.303 -2.967 4.283
C8 -2.660 -3.685 3.283
C9 -1.837 -3.025 2.383
C10 -0.060 1.234 2.185
C11 1.052 1.570 2.945
C12 1.101 2.810 3.570
C13 0.057 3.711 3.415
C14 -1.057 3.368 2.657
C15 -1.115 2.129 2.036
Sb2 3.046 -0.940 -2.050
C16 4.917 -0.002 -1.523
C17 5.217 1.203 -2.145
C18 6.387 1.865 -1.801
C19 7.250 1.308 -0.866
C20 6.947 0.097 -0.259
C21 5.780 -0.578 -0.599
C22 1.814 0.771 -1.431
C23 0.735 1.253 -2.236
C24 0.110 2.476 -1.897
C25 0.492 3.174 -0.767
C26 1.530 2.694 0.020
C27 2.193 1.513 -0.317
H1 1.641 -2.679 -0.532
H2 3.344 -3.107 -0.462
H3 3.002 -0.580 0.979
H4 3.583 -2.107 1.582
H5 1.674 -1.420 2.899
H6 1.190 -2.832 1.959
H7 -2.160 0.143 3.583
H8 -3.603 -1.039 5.181
H9 -3.951 -3.480 4.982
H10 -2.792 -4.756 3.209
H11 -1.314 -3.587 1.618
H12 1.874 0.875 3.073
H13 1.958 3.063 4.181
H14 0.112 4.682 3.889
H15 -1.883 4.061 2.557
H16 -1.994 1.857 1.460
H17 4.558 1.630 -2.895
H18 6.633 2.805 -2.277
H19 8.180 1.806 -0.628
H20 7.623 -0.336 0.467
H21 5.564 -1.538 -0.146
H22 0.614 0.871 -3.244
H23 -0.639 2.890 -2.562
H24 0.013 4.112 -0.519
H25 1.856 3.252 0.889
H26 3.057 1.222 0.267
N1 0.407 -1.103 -4.450
N2 -0.554 -1.523 -3.490
H27 0.003 -0.359 -5.009
H28 0.638 -1.860 -5.086
H29 -0.277 -2.430 -3.129
H30 -1.477 -1.626 -3.909
C28 -1.522 -4.946 -0.948
C29 -1.942 -3.518 -0.984
C30 -3.400 -3.216 -1.005
O1 -1.078 -2.628 -0.980
H31 -1.720 -5.341 0.054
H32 -0.462 -5.063 -1.167
H33 -2.126 -5.543 -1.632
H34 -4.002 -4.120 -1.013
H35 -3.644 -2.604 -1.876
H36 -3.658 -2.618 -0.125
S1 -3.065 0.033 -2.045
C31 -3.685 1.594 -1.730
C32 -4.894 1.946 -2.378
C33 -5.433 3.193 -2.172
C34 -4.791 4.101 -1.325
C35 -3.604 3.750 -0.665
C36 -3.054 2.508 -0.857
H37 -5.376 1.232 -3.034
H38 -6.350 3.468 -2.673
H39 -5.222 5.082 -1.172
H40 -3.126 4.458 -0.001
H41 -2.151 2.209 -0.343

***

[3]
The following is a DFT calculation (the ωB97M-V functional and the def2-TZVPD basis) of C30H33BrN8O2V as an isolated structure in a non-equilibrium geometry.

Computed properties:
E = -143387.9978 eV
Highest occupied orbital energy (alpha / beta) = -4.987 / -6.609 eV
Relative energy (zero: lowest compared OMol25 entry of this formula, charge and spin) = 1.4622 eV
HOMO-LUMO gap (alpha / beta) = 4.92 / 6.46 eV
Multiplicity = 4

CARTESIAN COORDINATES (ANGSTROEM)
V1 -0.578 -0.078 -0.256
C1 -0.938 -3.349 1.893
C2 0.154 -2.443 1.358
C3 0.832 -2.801 0.174
C4 0.307 -3.943 -0.670
C5 1.994 -2.112 -0.191
C6 2.849 -2.586 -1.342
C7 2.404 -0.990 0.540
C8 3.578 -0.171 0.049
C9 1.727 -0.625 1.709
C10 2.247 0.487 2.583
C11 0.591 -1.345 2.112
C12 -0.132 -0.957 3.378
H1 -1.943 -3.001 1.642
H2 -0.871 -3.421 2.978
H3 -0.837 -4.356 1.494
H4 0.687 -4.911 -0.326
H5 0.587 -3.819 -1.714
H6 -0.782 -3.968 -0.640
H7 2.701 -1.987 -2.249
H8 2.642 -3.625 -1.591
H9 3.905 -2.518 -1.080
H10 4.529 -0.535 0.454
H11 3.475 0.875 0.334
H12 3.653 -0.208 -1.039
H13 1.738 1.432 2.362
H14 3.317 0.632 2.449
H15 2.080 0.261 3.635
H16 0.366 -1.372 4.261
H17 -1.161 -1.313 3.378
H18 -0.162 0.127 3.483
Br1 -8.622 0.253 -1.137
C13 -7.583 1.823 -0.918
C14 -7.682 2.845 -1.843
C15 -6.911 3.991 -1.677
C16 -6.002 4.107 -0.630
C17 -5.948 3.071 0.309
C18 -6.739 1.941 0.173
N1 -5.276 5.324 -0.530
N2 -4.117 5.407 0.024
C19 -3.137 4.420 0.066
C20 -2.269 4.511 1.172
C21 -1.398 3.498 1.520
C22 -1.311 2.354 0.727
O1 -0.578 1.233 1.011
C23 -2.017 2.310 -0.476
N3 -1.797 1.165 -1.230
C24 -2.466 1.038 -2.405
C25 -3.232 2.048 -2.915
C26 -3.427 3.229 -2.173
C27 -2.901 3.343 -0.885
H19 -8.355 2.753 -2.685
H20 -6.979 4.807 -2.391
H21 -5.286 3.160 1.162
H22 -6.697 1.150 0.912
H23 -2.375 5.381 1.811
H24 -0.803 3.570 2.425
H25 -2.368 0.092 -2.926
H26 -3.711 1.918 -3.878
H27 -3.996 4.037 -2.604
C28 -3.343 -0.726 1.066
C29 -2.268 -1.027 0.046
O2 -2.406 -1.880 -0.829
H28 -4.010 -1.578 1.218
H29 -3.928 0.111 0.668
H30 -2.900 -0.398 2.006
N4 -0.367 -1.549 -5.004
N5 0.137 -0.823 -3.945
N6 0.648 0.377 -4.105
C30 0.851 0.736 -2.848
N7 0.472 -0.235 -2.000
N8 0.032 -1.241 -2.741
H31 0.187 -1.364 -5.826
H32 -0.415 -2.523 -4.746
H33 1.268 1.684 -2.548

***

[4]
The following is a DFT calculation (the ωB97M-V functional and the def2-TZVPD basis) of one molecule with the formula C5H6O.

Computed properties:
E = -7322.9183 eV
Highest occupied orbital energy (alpha / beta) = -7.476 / -7.476 eV
Relative energy (zero: lowest compared OMol25 entry of this formula, charge and spin) = 6.3663 eV
HOMO-LUMO gap (alpha / beta) = 7.81 / 7.81 eV

CARTESIAN COORDINATES (ANGSTROEM)
C1 -2.526 0.134 0.070
C2 -1.328 -0.745 -0.033
C3 -0.091 -0.339 0.056
C4 1.242 -0.320 -0.218
C5 2.636 -0.118 0.087
O1 2.075 -0.337 -1.260
H1 -3.184 -0.063 -0.784
H2 -3.106 -0.160 0.954
H3 -2.337 1.220 0.124
H4 0.347 0.790 0.303
H5 3.236 -0.946 0.459
H6 3.035 0.882 0.241

***

[5]
The following is a DFT calculation (the ωB97M-V functional and the def2-TZVPD basis) of a 3-piece molecular cluster, C13H28BBr2NO6 overall.

Computed properties:
E = -168473.3305 eV
Highest occupied orbital energy = -8.736 eV
SMILES = COC(=O)N(B(O)O)/C(Br)=C(\C)Br.CCOCC.CCOCC
HOMO-LUMO gap = 9.14 eV

CARTESIAN COORDINATES (ANGSTROEM)
C1 6.173 -2.027 3.118
O1 4.866 -1.470 2.899
C2 4.369 -0.757 3.921
O2 4.602 -0.983 5.080
N1 3.568 0.308 3.431
B1 4.412 1.529 3.141
O3 4.182 2.263 2.009
O4 5.386 1.898 4.002
C3 2.382 0.504 4.192
Br1 2.393 1.866 5.504
C4 1.315 -0.248 3.942
C5 1.287 -1.288 2.853
Br2 -0.292 -0.038 4.882
H1 6.108 -2.966 3.665
H2 6.795 -1.318 3.660
H3 6.588 -2.207 2.131
H4 4.399 1.798 1.199
H5 5.449 1.334 4.783
H6 0.412 -1.920 2.961
H7 2.162 -1.936 2.910
H8 1.278 -0.806 1.875
C6 -0.865 0.545 -1.457
C7 -1.456 0.734 -0.071
O5 -0.494 0.851 0.961
C8 0.415 1.934 0.861
C9 -0.244 3.302 0.859
H9 -0.221 -0.335 -1.482
H10 -1.665 0.413 -2.187
H11 -0.269 1.404 -1.771
H12 -2.050 -0.139 0.199
H13 -2.136 1.593 -0.064
H14 1.057 1.820 -0.021
H15 1.059 1.838 1.737
H16 -0.889 3.447 -0.009
H17 0.522 4.078 0.838
H18 -0.849 3.434 1.758
C10 -3.183 -2.362 -4.974
C11 -4.099 -1.908 -3.850
O6 -4.343 -0.513 -3.829
C12 -4.954 0.028 -4.988
C13 -6.315 -0.564 -5.311
H19 -2.226 -1.841 -4.919
H20 -3.002 -3.434 -4.893
H21 -3.614 -2.173 -5.958
H22 -3.632 -2.129 -2.890
H23 -5.043 -2.466 -3.880
H24 -4.287 -0.060 -5.853
H25 -5.056 1.092 -4.774
H26 -6.257 -1.628 -5.546
H27 -6.740 -0.057 -6.178
H28 -6.996 -0.440 -4.468